A structure of composition C26H42O19S in a non-equilibrium geometry, computed with wB97M-V/def2-TZVPD.

Structure (XYZ):
```
88
Properties=species:S:1:pos:R:3:forces:R:3
C -7.3390 16.8112 8.8908 -0.036 -0.779 0.984
C -5.9496 16.5415 9.4636 -0.342 2.328 -2.298
C -5.1082 17.6836 9.9002 -2.105 1.442 -1.388
O -4.5844 17.2717 11.0828 2.347 -1.165 2.066
C -5.2844 16.1893 11.5381 0.662 0.857 4.117
O -5.2828 15.7005 12.6675 -0.282 16.107 -6.223
O -6.0120 15.7218 10.5407 -1.389 0.770 0.638
H -7.8611 15.8587 8.9821 -0.025 -0.352 -0.755
H -7.3199 17.1685 7.8612 -0.136 0.020 0.211
H -8.0153 17.3478 9.5562 0.420 0.981 -0.032
H -5.3704 15.9437 8.7599 -0.465 2.541 1.082
H -5.7837 18.4990 10.1592 0.357 0.843 -0.513
H -4.4343 17.8708 9.0641 0.549 0.655 0.609
C -1.6515 13.6980 11.8753 2.388 1.566 2.895
C -1.4372 12.2474 12.3731 -0.257 -0.014 -2.492
C -0.0667 11.6306 11.9297 -2.300 0.031 -0.014
O 0.5541 11.5560 13.1528 2.341 -0.435 1.120
C -0.2742 11.5697 14.2152 -0.714 -0.274 0.923
O 0.0700 11.2287 15.3288 -1.377 1.110 -2.517
O -1.5491 11.9915 13.7496 2.499 -0.511 1.419
H -1.2574 14.4569 12.5512 0.412 -0.295 0.606
H -2.7041 13.9802 11.8515 1.348 0.197 -0.565
H -1.0580 13.8748 10.9783 0.188 0.114 0.453
H -2.2333 11.6436 11.9375 0.379 0.078 -0.193
H 0.4986 12.1344 11.1457 0.168 0.533 0.541
H -0.2751 10.6378 11.5307 0.201 -0.350 0.125
C -3.9184 8.0677 7.0365 0.638 -1.053 -0.013
C -4.1420 8.3737 8.5200 2.260 3.088 -2.805
C -4.4704 9.8379 8.8023 2.058 -0.986 -1.089
O -5.0377 9.6760 10.1086 -0.730 -5.966 -3.543
C -5.7474 8.6267 9.9994 -2.790 -5.486 -0.214
O -6.7234 8.2171 10.7088 9.572 5.219 -10.385
O -5.2862 7.8326 8.9242 -4.113 -1.653 3.029
H -4.7735 8.2500 6.3857 -0.113 0.373 0.360
H -3.7114 7.0025 6.9331 -0.215 -0.255 0.145
H -3.0206 8.4852 6.5808 -0.068 0.607 0.336
H -3.3161 8.0734 9.1648 0.378 -0.229 -0.122
H -5.1401 10.3967 8.1485 -0.602 -1.930 0.420
H -3.6769 10.5832 8.8559 0.083 -2.645 0.293
C -8.3900 12.6614 10.0828 -1.442 4.425 -0.505
C -7.5070 12.6895 8.8637 -4.002 -3.100 1.740
C -8.2386 13.2632 7.6783 1.369 -0.251 -0.211
O -7.2327 14.1613 7.2732 -0.707 1.725 -1.624
C -6.2744 14.2524 8.1398 4.708 1.859 -2.322
O -5.2516 14.9325 7.9206 -3.935 -3.853 -1.325
O -6.3991 13.4338 9.1644 0.495 1.032 -0.611
H -7.8812 12.0740 10.8471 1.034 13.532 -2.286
H -9.4385 12.3768 9.9954 0.366 -1.189 -0.548
H -8.6327 13.6201 10.5411 0.846 0.958 -0.430
H -7.2651 11.6547 8.6212 0.619 -0.036 0.086
H -9.1634 13.7572 7.9763 -0.020 0.030 -0.548
H -8.2413 12.5597 6.8458 -1.061 -0.092 0.246
C -5.4348 11.3497 11.1472 0.911 3.946 3.254
C -4.9131 12.6731 11.4006 -0.477 2.199 -1.030
C -5.9694 13.6780 11.8306 0.716 -3.968 -0.255
O -5.3297 14.1325 12.9810 -0.792 -11.119 5.932
C -4.1105 13.7103 13.2691 -0.176 -1.350 2.598
O -3.3474 14.0273 14.2094 -3.005 -0.555 -3.545
O -3.8650 12.7379 12.3520 -0.721 -0.844 0.044
H -6.2470 11.6494 10.4850 1.045 -1.302 -0.626
H -5.9142 11.0166 12.0677 0.343 -0.654 -0.069
H -4.5846 10.7581 10.8077 -0.536 3.265 2.515
H -4.6093 12.9784 10.3993 0.689 0.652 1.040
H -6.8694 13.0669 11.8989 -0.136 0.361 1.976
H -6.2456 14.3396 11.0096 0.579 -0.810 2.022
C -2.0308 15.3040 8.5830 1.250 -1.248 0.213
C -2.2706 13.7995 8.3883 -1.164 0.141 -2.001
C -2.4284 12.9113 9.5867 0.569 1.189 -2.108
O -3.5027 12.0211 9.2131 0.820 2.506 -0.937
C -4.1624 12.4553 8.0498 2.089 2.062 -1.074
O -5.0517 11.8498 7.4639 2.128 3.522 0.549
O -3.5221 13.6639 7.6632 -1.164 -4.110 0.263
H -1.4597 15.6285 7.7132 -0.625 0.589 -0.079
H -1.3310 15.4283 9.4094 0.006 0.078 0.190
H -2.9363 15.8544 8.8385 0.060 -0.127 -0.414
H -1.6544 13.2881 7.6488 1.140 0.649 0.263
H -2.4269 13.6030 10.4291 -2.472 -1.451 -0.854
H -1.4259 12.4905 9.6648 -0.499 -1.417 0.175
C -8.0709 10.3617 10.8989 -0.430 -4.182 0.465
S -7.8560 9.4938 12.4852 -1.611 -1.193 0.376
O -9.0485 9.7487 13.3604 0.496 0.442 -0.443
C -8.0158 7.7447 11.9460 -2.336 -2.725 4.521
H -9.0280 10.2344 10.3931 -0.477 -0.347 0.574
H -7.3436 9.8880 10.2396 -0.673 1.098 0.186
H -7.9741 11.4465 10.9444 -1.447 -14.159 3.281
H -8.6131 7.5079 11.0656 -0.394 0.238 0.509
H -8.1945 7.0991 12.8059 -1.610 0.597 0.650
H -7.0225 7.3860 11.6762 -1.556 -2.091 2.969
```
Forces are in eV/Å.

The LUMO energy comes out at -0.212 eV. For the orbital gap, the calculation gives 7.47 eV. As for the spin multiplicity: 1. As for the highest occupied orbital energy: -0.28228 Eh.



A structure of composition C26H43BBa3F4N2O12 in a non-equilibrium geometry, computed with wB97M-V/def2-TZVPD.

Structure (XYZ):
```
91
Properties=species:S:1:pos:R:3:forces:R:3
Ba 1.3792 -1.7069 3.6240 0.766 -0.744 -1.209
Ba -2.6236 0.4300 3.4746 -0.871 0.535 -1.727
Ba 2.3106 2.8663 3.1970 0.745 0.941 -1.658
B -0.7583 3.2996 2.4500 -4.057 2.340 -0.654
F 0.2266 3.4761 1.5597 2.257 0.462 -0.680
F -1.5888 4.4172 2.6759 1.662 -1.030 0.320
F -1.6043 2.3337 1.9182 -1.085 -1.798 -0.053
F -0.2471 2.7457 3.6341 0.758 -0.615 1.680
C 0.3529 0.5310 -0.1517 -0.700 1.132 -0.764
C 0.6054 0.2110 1.2429 2.403 0.668 -1.900
O 1.7123 0.3709 1.8194 2.832 0.799 1.199
O -0.2845 -0.2205 1.9227 -5.237 -2.571 3.872
H 1.0976 0.3259 -0.9208 -0.066 -0.416 0.272
H 0.2817 1.6186 -0.1387 0.070 0.400 -0.160
H -0.6749 0.2584 -0.3911 0.356 -0.373 -0.419
C -0.3991 3.1103 -7.3632 1.038 -0.828 1.264
C -1.5164 2.2951 -7.2862 0.525 -0.005 -0.908
C -1.8906 1.7171 -6.0911 -1.296 -0.605 0.428
C -1.1710 1.9566 -4.9785 2.055 1.523 1.252
C 0.0006 2.7389 -5.0142 -1.312 -0.531 1.427
C 0.3821 3.3011 -6.1761 -0.260 0.638 -1.760
N -1.6287 1.4919 -3.6550 3.872 -0.398 -1.564
O -0.7682 1.2943 -2.7823 -0.411 0.461 0.153
O -2.7501 1.1972 -3.5707 -3.751 -0.799 1.108
H -0.0155 3.4088 -8.3276 -0.193 0.437 0.034
H -2.0214 2.0265 -8.2023 -0.248 0.111 0.039
H -2.7419 1.0768 -5.9130 -0.286 -0.019 -0.731
H 0.4787 2.9954 -4.0804 0.244 -0.211 -0.028
H 1.2593 3.9285 -6.1193 0.059 0.093 -0.568
C -0.3002 -4.4584 -0.0872 0.850 0.653 0.944
C -1.1217 -5.3177 -0.7719 -0.163 0.444 -0.680
C -1.6818 -4.8658 -1.9547 -1.078 1.850 -1.740
C -1.4842 -3.5079 -2.4427 2.570 -1.292 2.638
C -0.5931 -2.7312 -1.6666 0.203 0.947 -1.185
C 0.0504 -3.1798 -0.5347 -1.729 -1.648 0.635
N -1.8243 -2.9707 -3.7760 -0.789 -0.503 -0.826
O -2.6983 -3.5155 -4.3746 -1.802 -1.844 0.124
O -1.2412 -2.0558 -4.2893 1.759 1.408 1.205
H 0.0883 -4.7074 0.8892 0.184 -0.596 0.139
H -1.3201 -6.3296 -0.4510 -0.047 0.042 0.124
H -2.3638 -5.5162 -2.4822 0.088 -0.042 -0.325
H -0.3080 -1.7402 -1.9874 -0.327 0.170 -0.509
H 0.6635 -2.6237 0.1590 0.123 0.528 -0.617
C 4.1602 1.6307 0.1559 -0.232 -0.182 1.421
O 3.6223 2.8417 0.8297 -0.393 -0.731 -1.822
C 3.1210 3.8086 -0.2184 1.285 1.834 2.553
C 3.2595 5.2587 0.4468 -0.526 -2.986 -2.005
O 2.5375 5.3121 1.6540 1.734 0.164 0.387
C 2.7115 6.6802 2.1576 -2.287 -0.933 1.018
H 4.1713 0.7868 0.8457 -0.266 0.222 0.692
H 5.2235 1.7259 -0.0639 -0.303 0.595 -0.771
H 3.4857 1.2495 -0.6108 0.319 0.682 -0.500
H 2.0799 3.6221 -0.4820 0.191 -0.383 -0.085
H 3.8323 3.8538 -1.0432 -0.313 -0.531 -0.182
H 2.7851 5.8793 -0.3134 0.163 0.582 0.147
H 4.3245 5.4689 0.5445 -0.066 0.244 0.260
H 2.3583 7.3068 1.3387 0.314 0.482 0.476
H 3.6269 6.9759 2.6702 0.560 -0.454 -0.833
H 1.9767 6.5996 2.9587 -0.274 1.078 0.041
C 4.2137 -3.9491 4.4560 3.197 0.056 0.615
O 2.9112 -3.8731 4.0794 -2.664 -0.967 -1.638
C 2.5836 -4.9541 3.0960 -0.124 1.901 0.235
C 3.0129 -4.4907 1.7350 -0.512 0.371 -0.522
O 2.4965 -3.1316 1.5042 -0.566 -0.659 1.753
C 3.2859 -2.5424 0.5353 2.059 0.708 -1.839
H 4.9647 -3.6710 3.7166 -0.289 0.401 -0.786
H 4.5072 -4.9836 4.6336 -0.102 0.062 1.006
H 4.3916 -3.2299 5.2555 -0.013 -0.582 0.522
H 1.4942 -4.9860 3.1147 -0.035 -0.500 0.152
H 3.0584 -5.9010 3.3532 -0.221 0.054 0.283
H 2.5454 -5.1256 0.9823 0.157 -0.175 -0.101
H 4.0886 -4.4707 1.5603 0.006 -0.085 0.262
H 4.3303 -2.4879 0.8428 0.221 -0.059 0.435
H 3.0605 -1.5118 0.2612 -0.867 -0.130 0.262
H 3.3444 -3.1496 -0.3680 -0.469 0.042 -0.216
C -6.1043 -0.8436 3.9857 -1.315 -1.216 0.277
O -5.2810 -0.1123 3.1107 1.030 0.720 -1.554
C -5.8614 0.1437 1.7711 -0.473 -0.396 -0.096
C -4.8443 0.7674 0.8296 1.743 -0.241 0.721
O -3.5417 0.0647 0.9173 -0.010 -0.191 0.361
C -3.3605 -1.1744 0.2001 -1.544 -0.468 0.546
H -7.0354 -0.3158 4.1920 0.236 0.197 0.405
H -5.5782 -1.1927 4.8741 0.278 0.937 0.311
H -6.4096 -1.8212 3.6125 -0.022 0.024 -0.878
H -6.7624 0.7548 1.8225 0.213 0.555 0.447
H -6.2879 -0.7694 1.3557 0.523 -0.521 0.163
H -4.4981 1.7534 1.1393 -0.540 0.301 0.207
H -5.1394 0.8919 -0.2123 -0.371 -0.418 0.098
H -3.0639 -1.0389 -0.8400 0.350 0.123 0.256
H -4.2856 -1.7502 0.2284 -0.524 0.296 -0.465
H -2.7797 -1.8757 0.7993 1.028 0.461 -0.212
```
Forces are in eV/Å.

The charge is +4. The LUMO energy comes out at -12.152 eV. For the orbital gap, the calculation gives 3.86 eV. As for the spin multiplicity: 1. As for the highest occupied orbital energy: -0.58847 Eh.



A cluster of 11 separate species, C26H43BFN10O2 in total in a non-equilibrium geometry, computed with wB97M-V/def2-TZVPD.

Structure (XYZ):
```
83
Properties=species:S:1:pos:R:3:forces:R:3
C -1.5263 -2.6405 1.5465 -0.464 0.298 -0.178
C -2.1216 -2.6243 0.1611 -2.140 -0.295 -0.590
O -3.3515 -2.6566 -0.0186 2.465 0.299 0.251
O -1.2848 -2.4767 -0.8921 -0.614 -0.145 0.435
C -0.2931 -3.5241 -1.1264 0.283 0.284 -0.272
C -0.8819 -4.6206 -1.9864 -0.242 -0.344 0.169
C -1.6206 -5.7449 -1.2407 -0.138 0.187 0.077
C -0.8965 -6.2409 0.0009 0.337 -0.209 -0.113
B 0.6368 -6.7359 -0.2883 0.083 0.353 0.373
F 1.1408 -7.4032 0.9186 0.028 -0.070 -0.046
H -1.2704 -3.6387 1.8857 0.130 -0.149 -0.154
H -0.6586 -1.9989 1.6204 0.204 -0.066 -0.066
H -2.3068 -2.2640 2.2013 -0.031 -0.018 0.154
H 0.1347 -3.8778 -0.1943 -0.136 -0.084 0.183
H 0.5156 -3.0204 -1.6463 -0.169 -0.007 -0.048
H -1.5827 -4.1451 -2.6719 0.112 0.082 -0.249
H -0.0824 -5.0604 -2.5785 0.165 0.003 0.007
H -2.6360 -5.3963 -1.0166 -0.105 0.024 0.106
H -1.7353 -6.5888 -1.9237 -0.001 -0.014 -0.169
H -0.8895 -5.4511 0.7605 -0.039 -0.022 0.153
H -1.4396 -7.0807 0.4443 -0.164 -0.054 0.019
H 0.7235 -7.4627 -1.2775 -0.117 -0.159 -0.008
H 1.3606 -5.7483 -0.4794 0.118 0.058 -0.133
C 2.5193 0.4437 -1.9246 0.239 0.039 -0.057
C 2.5502 -0.9555 -1.5294 -0.090 0.092 0.215
N 2.4976 -2.0405 -1.1619 0.375 -0.040 -0.003
H 2.8577 0.5722 -2.9499 -0.018 -0.056 -0.038
H 1.5078 0.8161 -1.8516 -0.169 -0.003 0.029
H 3.1516 1.0489 -1.2760 0.029 -0.104 0.075
C 2.8407 -4.2613 1.7948 0.164 -0.308 -0.179
C 1.9996 -3.2575 2.4162 -0.056 -0.024 0.048
N 1.3163 -2.4831 2.9175 0.112 0.145 0.134
H 3.5099 -3.7990 1.0719 -0.061 0.074 -0.037
H 3.4329 -4.7789 2.5485 -0.043 0.045 0.058
H 2.2311 -5.0011 1.2683 -0.058 0.002 -0.034
C -1.4653 2.7267 -3.7893 -0.252 -0.060 -0.144
C -0.0674 2.7834 -3.3943 -0.027 -0.018 0.063
N 1.0302 2.8149 -3.0643 -0.005 0.244 -0.112
H -1.6352 3.3213 -4.6850 0.072 0.016 -0.008
H -1.7604 1.6995 -3.9977 0.073 -0.035 0.026
H -2.1040 3.1068 -2.9949 0.056 0.010 0.070
C 2.9545 4.4919 -0.5798 -0.147 0.340 -0.223
C 3.5618 3.5226 0.3141 -0.039 0.013 -0.010
N 4.0243 2.7451 1.0204 0.057 -0.031 0.078
H 3.6393 5.3121 -0.7942 0.125 -0.067 0.127
H 2.6848 4.0228 -1.5258 -0.035 -0.124 0.062
H 2.0492 4.9235 -0.1438 0.243 -0.222 -0.011
C -2.5528 5.8276 -0.7132 -0.272 0.016 -0.055
C -1.1117 5.8364 -0.5194 -0.034 -0.067 0.066
N 0.0216 5.8301 -0.3466 -0.098 0.190 -0.067
H -2.8272 6.4177 -1.5859 0.067 0.016 -0.015
H -2.9141 4.8111 -0.8559 0.071 -0.049 0.017
H -3.0563 6.2461 0.1560 0.066 0.015 0.043
C 3.7247 2.5370 4.4891 -0.023 -0.225 -0.256
C 4.1173 3.4543 5.5461 -0.016 -0.027 -0.019
N 4.4243 4.1804 6.3796 -0.017 0.105 0.076
H 3.8286 1.5032 4.8137 0.018 0.024 0.096
H 2.6872 2.6982 4.2038 -0.017 0.063 0.049
H 4.3380 2.6745 3.5998 0.014 0.069 0.016
C -4.8160 -4.0208 -4.0160 -0.130 0.048 0.283
C -3.5865 -4.0691 -4.7884 -0.059 0.005 0.016
N -2.6165 -4.1096 -5.3978 0.116 0.034 -0.178
H -4.5969 -3.7703 -2.9778 0.102 0.017 0.016
H -5.4985 -3.2711 -4.4111 0.039 0.010 -0.073
H -5.3283 -4.9778 -4.0334 0.060 -0.057 -0.094
C 3.4567 7.3457 7.5518 -0.097 -0.225 -0.198
C 3.8396 8.2685 8.6087 -0.021 -0.014 -0.029
N 4.1375 8.9993 9.4410 0.019 0.062 0.064
H 3.5648 6.3112 7.8719 0.077 0.015 0.047
H 2.4197 7.5051 7.2609 -0.012 0.077 0.062
H 4.0819 7.4827 6.6720 0.066 0.042 0.039
C -7.1205 -6.2094 -0.8756 0.048 -0.116 0.256
C -7.4733 -5.6393 -2.1662 0.081 0.026 0.026
N -7.7201 -5.1790 -3.1873 -0.143 -0.007 -0.040
H -6.7945 -5.4292 -0.1903 0.019 0.066 -0.061
H -7.9747 -6.7209 -0.4360 -0.046 0.011 -0.058
H -6.3080 -6.9256 -0.9844 0.024 0.023 -0.076
C 1.8918 8.7271 -1.6925 -0.275 0.074 -0.117
C 3.1709 8.2627 -1.1824 -0.021 0.019 -0.012
N 4.1803 7.8931 -0.7841 0.100 -0.035 0.030
H 1.2516 7.8793 -1.9305 0.047 -0.065 0.053
H 1.3845 9.3402 -0.9499 0.051 -0.015 0.057
H 2.0315 9.3222 -2.5932 0.087 -0.006 0.004
```
Forces are in eV/Å.

The charge is -1. The LUMO energy comes out at 1.018 eV. For the orbital gap, the calculation gives 5.89 eV. As for the spin multiplicity: 1. As for the highest occupied orbital energy: -0.17913 Eh.



For the records above, the corresponding ΔE to the lowest compared entry with this formula, charge and spin values read 2986.9 0.0 0.0 kJ/mol.